1.
80
Properties=species:S:1:pos:R:3:forces:R:3:lowdin_spin:R:1 method="wB97M-V/def2-TZVPD" molar_mass_g_mol=695.55 spin_multiplicity=4 e_above_lowest_kj_mol=0.0 e_homo_ev="-8.16 / -8.52"
V -0.951 -0.633 2.441 -1.13 -1.40 3.26 2.478
C 4.472 -0.059 -3.943 -0.33 0.78 0.29 0.000
C 3.634 0.951 -3.655 0.98 -0.46 -0.29 0.000
C 2.568 1.489 -4.555 -0.51 0.08 -0.16 0.000
C 1.895 0.491 -5.529 -0.34 0.47 -0.18 0.000
C 1.420 -0.792 -4.896 0.00 -0.40 -0.01 0.000
C 2.143 -1.906 -4.749 -0.33 0.14 -0.40 0.000
C 3.558 -2.097 -5.230 0.33 -0.09 0.22 0.000
C 4.489 -0.861 -5.214 0.47 -0.42 -0.27 0.000
C -2.398 -2.161 2.946 0.49 0.22 -0.23 0.054
H 5.273 -0.311 -3.237 -0.43 0.10 -0.07 0.000
H 3.785 1.517 -2.734 -0.02 -0.23 -0.15 0.000
H 2.966 2.326 -5.158 -0.10 -0.18 0.27 0.000
H 1.774 1.919 -3.923 0.19 -0.02 -0.12 0.000
H 0.992 1.001 -5.899 0.30 -0.07 -0.09 0.000
H 2.537 0.337 -6.408 -0.34 -0.14 0.35 0.000
H 0.362 -0.792 -4.596 0.47 -0.10 0.10 0.000
H 1.676 -2.804 -4.329 0.06 0.40 -0.04 0.000
H 3.567 -2.499 -6.260 -0.12 0.02 0.35 0.000
H 4.027 -2.867 -4.599 -0.16 0.12 -0.19 0.000
H 5.512 -1.262 -5.301 -0.26 0.15 -0.19 0.000
H 4.326 -0.255 -6.118 0.10 -0.07 0.49 0.000
H -1.661 -2.309 3.763 -0.45 -0.60 0.09 0.016
H -2.500 -3.055 2.307 -0.05 0.24 0.61 0.003
H -3.365 -1.841 3.372 0.61 -0.13 -0.06 0.007
P -1.887 -0.949 0.430 -2.38 -1.44 -3.12 0.079
P 0.109 1.015 1.414 3.89 3.46 -1.42 0.170
N -1.715 -2.543 -0.382 0.05 0.60 0.64 0.008
N -3.652 -0.665 0.221 0.89 -0.12 0.64 0.015
N 1.836 0.672 1.012 -0.62 -0.19 0.06 0.037
N 0.410 2.662 2.012 -0.56 -0.32 0.00 0.017
C -1.192 0.123 -0.890 -0.03 0.02 -0.35 0.002
C -0.547 1.374 -0.275 -0.39 0.12 -0.11 0.007
C -1.055 -3.622 0.201 -0.24 -0.56 -0.99 0.001
C -1.085 -4.693 -0.689 -0.12 1.12 0.54 0.000
C -1.777 -4.257 -1.863 -0.09 1.34 0.83 0.001
C -2.144 -2.926 -1.649 0.32 -0.93 0.07 0.001
C -4.648 -1.354 0.914 -0.90 0.72 -0.49 0.001
C -5.888 -0.827 0.557 1.60 -0.28 0.01 0.002
C -5.646 0.231 -0.373 1.11 -0.17 0.19 0.002
C -4.269 0.328 -0.535 -0.78 -0.06 -0.09 0.000
C 2.569 -0.328 1.651 0.56 -0.19 -0.96 0.018
C 3.680 -0.637 0.866 -0.96 0.40 0.36 0.001
C 3.642 0.214 -0.282 -1.04 0.57 0.57 0.008
C 2.524 1.034 -0.139 0.56 -0.87 -0.29 0.001
C 1.392 3.551 1.579 -0.15 0.71 0.57 0.001
C 1.309 4.714 2.343 -0.35 -1.33 -0.50 0.002
C 0.218 4.543 3.254 -0.19 -1.11 -0.54 0.000
C -0.327 3.283 3.018 0.57 0.88 -0.01 0.003
H -1.968 0.380 -1.621 0.39 -0.06 0.05 0.000
H -0.446 -0.493 -1.418 -0.14 0.15 0.25 0.001
H 0.225 1.777 -0.938 -0.20 -0.03 0.24 0.000
H -1.300 2.165 -0.139 0.14 -0.16 0.09 0.001
H -0.629 -3.527 1.189 -0.06 -0.14 -0.08 0.000
H -0.674 -5.674 -0.502 0.01 0.08 -0.02 0.000
H -1.994 -4.848 -2.738 0.00 0.10 0.00 0.000
H -2.673 -2.235 -2.292 0.00 -0.09 0.15 0.000
H -4.399 -2.112 1.634 -0.05 -0.06 -0.23 0.000
H -6.837 -1.168 0.931 -0.04 -0.01 -0.01 0.000
H -6.391 0.846 -0.857 0.18 0.00 0.07 0.000
H -3.682 1.032 -1.112 -0.30 -0.18 0.10 0.000
H 2.250 -0.709 2.612 0.03 0.00 -0.12 0.008
H 4.426 -1.392 1.072 -0.13 0.13 0.10 0.000
H 4.308 0.207 -1.134 -0.02 0.08 0.35 0.001
H 2.183 1.857 -0.760 0.12 -0.44 0.06 0.000
H 2.065 3.286 0.774 -0.09 0.13 0.38 0.000
H 1.969 5.564 2.251 -0.10 -0.07 0.01 0.000
H -0.117 5.247 3.999 -0.05 -0.06 -0.06 0.000
H -1.179 2.780 3.455 0.28 0.16 0.02 0.001
F -3.495 1.113 3.777 0.20 -0.08 0.29 0.008
C -2.505 1.033 4.705 0.50 -0.20 0.67 0.015
C -1.293 0.430 4.362 -0.22 0.29 0.09 0.000
C -0.305 0.482 5.344 -0.72 0.39 0.19 0.012
F 0.939 0.009 5.062 -0.18 -0.09 0.04 0.010
C -0.507 1.034 6.617 0.33 -0.22 -0.38 -0.003
F 0.487 1.042 7.528 -0.42 0.04 -0.30 -0.002
C -1.746 1.584 6.931 0.07 -0.03 -0.04 0.013
F -1.960 2.123 8.143 0.06 -0.21 -0.44 0.004
C -2.755 1.584 5.973 -0.14 -0.13 -0.66 -0.002
F -3.956 2.116 6.264 0.39 -0.10 -0.02 -0.002

2.
25
Properties=species:S:1:pos:R:3:forces:R:3:mulliken_charge:R:1 method="wB97M-V/def2-TZVPD" molar_mass_g_mol=307.85 total_charge=-1 e_homo_ev=-4.02
C 0.636 -2.569 0.495 -0.05 1.00 0.35 -0.821
C 1.847 -1.643 0.198 0.87 -1.28 0.04 -0.340
O 1.973 -0.470 0.933 -0.35 -0.33 -0.43 -0.776
Sb 0.421 0.857 1.035 -0.69 0.85 0.77 0.967
N 1.830 2.359 0.543 -0.16 -0.36 -0.44 -0.971
C -0.072 0.715 -1.119 -0.76 0.11 -0.99 -1.205
C -1.568 0.513 -1.544 0.59 0.06 0.70 0.216
C -2.638 0.350 -0.457 -0.34 -0.71 -0.80 -1.377
Br -2.153 2.078 -2.672 0.00 -0.23 -0.05 -0.286
H -0.285 -2.188 0.032 0.20 -0.30 -0.12 0.075
H 0.857 -3.597 0.189 -0.13 0.18 -0.05 0.383
H 0.436 -2.517 1.575 0.14 -0.29 -0.19 0.264
H 2.737 -2.260 0.455 -0.17 0.18 -0.07 0.366
H 1.942 -1.524 -0.901 -0.23 0.33 0.20 0.251
H 0.786 1.048 2.752 0.23 -0.11 -0.09 -0.163
H -0.762 -0.371 1.507 0.24 -0.04 -0.17 -0.139
H -0.833 2.057 1.211 -0.07 0.27 -0.09 -0.209
H 2.737 1.920 0.653 0.11 0.12 0.13 0.252
H 1.758 3.120 1.207 0.05 -0.05 0.19 0.226
H 0.515 -0.015 -1.694 0.00 0.07 0.33 0.291
H 0.227 1.690 -1.522 0.19 -0.21 0.47 0.604
H -1.617 -0.339 -2.230 -0.24 0.29 0.06 0.320
H -2.664 1.132 0.299 0.22 -0.04 -0.11 0.338
H -2.491 -0.634 0.009 0.13 0.33 0.16 0.287
H -3.620 0.289 -0.951 0.22 0.17 0.17 0.448

3.
67
Properties=species:S:1:pos:R:3:forces:R:3:mulliken_charge:R:1 method="wB97M-V/def2-TZVPD" molar_mass_g_mol=694.94 total_charge=-2 e_homo_ev=-0.60
C 1.309 3.602 0.002 1.77 1.24 -0.15 1.040
C 2.068 3.148 -1.131 0.13 1.18 0.66 0.924
C 3.187 2.427 -0.656 -0.48 0.35 0.44 0.438
C 1.822 3.488 -2.552 0.10 0.06 -0.25 -1.493
C 3.135 2.400 0.756 -0.30 1.15 0.19 1.191
C 1.975 3.134 1.177 1.38 1.38 -0.47 0.633
C 1.616 3.464 2.580 -0.03 0.02 0.15 -1.867
C 0.125 4.497 -0.040 -0.18 0.13 -0.04 -1.837
C 4.259 1.842 -1.493 0.16 -0.10 -0.24 -1.728
C 4.186 1.832 1.632 0.11 -0.05 0.12 -1.969
Hf 1.065 1.333 0.105 -3.12 -7.42 -1.67 0.858
Cl 0.409 0.352 -4.964 0.15 -0.06 -0.41 -0.966
Cl -0.475 1.500 -1.716 -0.41 1.22 -1.40 -0.374
O 1.451 0.111 1.677 2.24 -0.06 1.74 -0.921
H 0.814 3.849 -2.713 -0.16 -0.07 -0.04 0.292
H 1.972 2.630 -3.201 -0.18 -0.14 -0.19 0.332
H 2.520 4.270 -2.859 0.13 0.16 -0.08 0.332
H 3.874 1.469 -2.436 -0.06 -0.05 -0.20 0.399
H 4.755 1.018 -0.990 0.13 -0.15 0.09 0.374
H 5.010 2.604 -1.712 0.15 0.01 -0.09 0.302
H 4.531 0.868 1.271 0.07 -0.19 -0.01 0.354
H 3.835 1.695 2.648 -0.12 -0.08 0.16 0.378
H 5.041 2.511 1.654 0.19 0.02 0.07 0.318
H 1.876 2.657 3.257 0.00 -0.18 0.11 0.436
H 0.553 3.656 2.682 -0.18 -0.03 0.01 0.370
H 2.150 4.361 2.900 0.06 0.14 0.12 0.291
H -0.507 4.275 -0.894 -0.08 -0.11 -0.13 0.377
H 0.444 5.538 -0.107 0.02 0.18 0.00 0.319
H -0.486 4.387 0.850 -0.11 -0.07 0.14 0.341
H 1.865 -0.722 1.416 -0.51 0.21 -0.09 0.176
O -0.584 1.427 1.094 -1.99 1.39 2.24 -0.933
H -0.474 1.062 1.986 -0.02 0.05 -0.38 0.225
N 0.460 -0.856 -0.422 -2.84 -1.83 0.64 -0.735
P -0.993 -1.575 -0.140 7.10 2.66 -1.77 0.859
C -1.485 -1.578 1.656 -1.53 -0.31 -0.25 0.680
C -2.817 -1.321 2.033 0.50 -0.26 0.75 -0.230
C -3.204 -1.377 3.374 0.44 -0.06 -0.03 -0.785
C -2.269 -1.694 4.359 0.06 0.02 -0.36 -0.330
C -0.949 -1.973 3.999 -0.39 0.12 -0.60 -0.810
C -0.561 -1.929 2.653 -0.44 0.12 0.17 -0.126
C -2.228 -0.989 -1.390 -1.26 -0.57 0.90 -0.260
C -3.177 -0.002 -1.070 -0.20 -0.28 -0.59 0.427
C -4.110 0.417 -2.021 0.46 -0.38 -0.08 -0.846
C -4.100 -0.138 -3.303 0.34 -0.23 0.31 -0.423
C -3.150 -1.107 -3.634 0.01 0.27 0.53 -0.657
C -2.216 -1.532 -2.683 -0.37 0.22 0.20 -0.530
C -0.676 -3.364 -0.459 -1.00 -0.42 0.09 -0.070
C -1.746 -4.262 -0.328 0.75 -0.46 -0.20 -0.453
C -1.547 -5.631 -0.534 0.27 0.23 -0.02 -0.635
C -0.278 -6.109 -0.869 -0.10 0.37 0.07 -0.350
C 0.792 -5.219 -1.001 -0.67 0.25 0.21 -0.537
C 0.596 -3.848 -0.798 -0.30 -0.43 0.04 -0.243
H -3.577 -1.111 1.303 -0.02 0.08 -0.30 0.441
H -4.235 -1.187 3.647 -0.03 0.03 0.01 0.381
H -2.573 -1.740 5.397 0.01 0.01 0.07 0.352
H -0.229 -2.234 4.763 0.08 -0.01 -0.01 0.372
H 0.457 -2.175 2.396 0.05 0.10 -0.21 0.213
H -3.193 0.461 -0.095 0.20 0.05 0.10 0.372
H -4.840 1.175 -1.765 0.01 0.07 0.02 0.352
H -4.823 0.188 -4.038 -0.01 0.02 -0.06 0.340
H -3.139 -1.532 -4.630 0.13 0.05 0.01 0.349
H -1.489 -2.285 -2.955 0.11 0.05 0.03 0.465
H -2.732 -3.902 -0.061 -0.04 0.08 0.00 0.330
H -2.377 -6.318 -0.428 -0.02 -0.06 -0.01 0.367
H -0.125 -7.169 -1.023 0.01 -0.06 -0.02 0.343
H 1.774 -5.593 -1.256 0.06 0.01 -0.04 0.377
H 1.439 -3.177 -0.897 -0.24 0.41 0.03 0.385